Entry 1:
This record from the OMol25 dataset describes 13 unconnected molecules or ions with the total composition H26O13 in a non-equilibrium geometry. The level of theory is ωB97M-V with the def2-TZVPD basis set.

Structure (XYZ):
```
39
Properties=species:S:1:pos:R:3
H 0.233 0.138 0.202
H -1.265 -0.064 0.040
H -5.235 -1.755 0.580
H -4.914 -0.389 -0.003
H -1.109 4.114 -1.363
H 0.390 4.348 -1.269
H 1.302 2.593 -1.558
H 1.833 3.168 -0.255
H 3.360 -0.762 2.246
H 2.203 -1.335 3.048
H 1.139 -3.022 0.099
H 0.399 -4.279 0.527
H -1.552 2.188 0.813
H -2.596 3.271 1.033
H 1.977 0.812 -0.951
H 2.508 -0.595 -0.732
H 4.368 -1.670 -1.120
H 4.285 -1.675 0.398
H 1.508 -1.457 -3.371
H 0.341 -0.678 -2.786
H -4.917 2.166 0.722
H -4.416 1.032 1.602
H 3.558 0.334 0.878
H 3.789 1.184 2.117
H -3.171 -3.297 -0.244
H -4.394 -4.152 -0.534
O -0.430 -0.546 0.049
O -5.642 -0.912 0.350
O -0.296 4.047 -1.876
O 2.118 2.867 -1.125
O 3.153 -1.424 2.915
O 0.284 -3.462 0.028
O -1.803 2.889 1.426
O 2.592 0.308 -0.406
O 3.966 -2.143 -0.382
O 0.903 -1.443 -2.620
O -4.166 1.900 1.264
O 3.479 1.237 1.206
O -3.783 -3.533 -0.950
```

lowest unoccupied orbital energy = -0.23 eV
total charge = 0
Kohn-Sham gap = 10.6 eV
calculated total energy = -27037.554 eV
ΔE to the lowest compared entry with this formula, charge and spin = 101.3 kcal/mol


Entry 2:
This record from the OMol25 dataset describes a molecular structure, C38H32GaN5OS3Si in a non-equilibrium geometry. The level of theory is ωB97M-V with the def2-TZVPD basis set.

Structure (XYZ):
```
81
Properties=species:S:1:pos:R:3
Ga 0.106 -1.627 0.332
C -3.754 1.169 1.211
C -2.886 0.941 0.157
C -1.537 0.713 0.401
C -1.039 0.717 1.702
C -1.916 0.942 2.760
C -3.259 1.165 2.512
N 0.369 0.501 1.901
C 0.705 -0.186 3.128
C 1.398 0.422 4.167
C 1.676 -0.262 5.342
C 1.232 -1.570 5.500
C 0.523 -2.187 4.486
C 0.261 -1.508 3.297
N -0.520 -2.024 2.261
N -0.924 -3.278 2.368
C -1.644 -3.628 1.278
C -2.093 -4.967 1.162
C -2.796 -5.340 0.055
C -3.055 -4.387 -0.954
C -2.543 -3.130 -0.807
N -1.841 -2.727 0.276
H -4.806 1.346 1.025
H -3.257 0.934 -0.862
H -0.849 0.568 -0.429
H -1.542 0.938 3.776
H -3.928 1.344 3.345
H 1.696 1.459 4.078
H 2.213 0.238 6.137
H 1.434 -2.106 6.419
H 0.151 -3.196 4.587
H -1.847 -5.654 1.959
H -3.150 -6.357 -0.055
H -3.647 -4.637 -1.823
H -2.707 -2.377 -1.568
C 0.474 5.761 3.655
C 1.729 5.181 3.778
C 2.018 4.005 3.099
C 1.062 3.381 2.293
C -0.195 3.986 2.177
C -0.487 5.164 2.849
Si 1.476 1.804 1.377
C 1.510 2.186 -0.450
C 0.424 2.659 -1.195
C 0.548 2.926 -2.551
C 1.773 2.756 -3.184
C 2.874 2.334 -2.453
C 2.739 2.045 -1.102
H 0.243 6.675 4.188
H 2.482 5.645 4.403
H 3.008 3.569 3.195
H -0.965 3.532 1.560
H -1.463 5.620 2.741
H 2.808 1.313 1.773
H -0.528 2.848 -0.714
H -0.309 3.277 -3.113
H 1.870 2.959 -4.243
H 3.836 2.209 -2.936
H 3.602 1.685 -0.551
S 0.640 -4.274 -4.167
C 0.640 -3.851 -2.489
N 0.076 -2.739 -2.179
C -0.422 -2.110 -3.314
C -1.075 -0.876 -3.333
C -1.518 -0.379 -4.540
C -1.328 -1.098 -5.729
C -0.680 -2.316 -5.727
C -0.224 -2.813 -4.506
H 1.105 -4.505 -1.761
H -1.218 -0.330 -2.408
H -2.011 0.585 -4.575
H -1.695 -0.691 -6.663
H -0.533 -2.872 -6.645
C 2.319 -0.645 -4.230
O 2.034 -0.802 -2.839
C 2.996 -1.246 -2.025
S 4.525 -1.638 -2.496
S 2.486 -1.362 -0.377
H 1.378 -0.330 -4.677
H 2.661 -1.583 -4.662
H 3.089 0.111 -4.378
```

lowest unoccupied orbital energy (spin up / spin down) = -0.63 / -0.80 eV
total charge = 0
Kohn-Sham gap (spin up / spin down) = 5.8 / 5.3 eV
calculated total energy = -142183.151 eV
ΔE to the lowest compared entry with this formula, charge and spin = 42.3 kcal/mol


Entry 3:
This record from the OMol25 dataset describes a molecular structure, C6H12O19Rb3S4Y in a non-equilibrium geometry. The level of theory is ωB97M-V with the def2-TZVPD basis set.

Structure (XYZ):
```
45
Properties=species:S:1:pos:R:3
Rb 4.328 2.363 1.408
Rb 2.288 3.253 -2.105
Rb -1.388 0.167 3.928
Y 0.385 4.433 2.197
S 2.714 5.274 0.476
O 2.512 4.990 1.915
O 3.674 4.363 -0.092
O 1.404 4.936 0.032
O 2.972 6.671 0.165
S 0.771 1.771 1.018
O 1.543 1.536 -0.166
O 0.240 0.533 1.577
O 1.582 2.526 2.007
O -0.195 2.793 0.751
S -0.660 3.377 4.718
O -0.712 2.170 5.538
O -1.158 3.218 3.401
O -1.479 4.384 5.345
O 0.702 3.849 4.335
C -4.537 -4.289 -2.791
C -3.892 -3.667 -1.613
O -2.855 -2.881 -1.914
C -2.675 -1.629 -1.452
O -3.410 -0.915 -0.748
O -1.521 -1.239 -1.958
C -1.172 0.129 -1.915
H -3.838 -4.898 -3.364
H -5.096 -3.572 -3.393
H -5.204 -5.085 -2.460
H -3.483 -4.436 -0.958
H -4.695 -3.168 -1.071
H -0.363 0.296 -2.626
H -0.994 0.388 -0.871
H -1.888 0.804 -2.382
C 2.243 -2.014 -1.545
C 2.115 -1.539 -0.154
O 2.598 -2.594 0.672
S 2.819 -3.997 -0.199
O 1.514 -4.673 -0.460
O 3.940 -4.795 0.268
O 3.137 -3.091 -1.485
H 2.617 -1.258 -2.236
H 1.340 -2.439 -1.985
H 1.071 -1.395 0.124
H 2.706 -0.650 0.066
```

lowest unoccupied orbital energy (spin up / spin down) = -3.38 / -8.21 eV
total charge = +1
Kohn-Sham gap (spin up / spin down) = 8.7 / 3.9 eV
calculated total energy = -91668.202 eV
expectation value of S² = 0.76
2S+1 = 2


Entry 4:
This record from the OMol25 dataset describes 2 unconnected molecules or ions with the total composition C3H8N2O2. The level of theory is ωB97M-V with the def2-TZVPD basis set.

Structure (XYZ):
```
15
Properties=species:S:1:pos:R:3
O 1.616 -1.430 0.350
C 0.922 -0.486 0.114
N 0.342 -0.128 -1.129
C 0.215 1.321 -1.074
C 0.100 1.636 0.428
O 0.608 0.457 1.058
H -0.541 -0.613 -1.262
H -0.621 1.681 -1.672
H 1.141 1.739 -1.477
H -0.925 1.837 0.756
H 0.741 2.465 0.734
N -1.103 -2.253 0.940
H -0.173 -2.624 1.112
H -1.264 -2.335 -0.059
H -1.055 -1.267 1.183
```

lowest unoccupied orbital energy = 0.57 eV
total charge = 0
Kohn-Sham gap = 10.6 eV
calculated total energy = -10315.787 eV
ΔE to the lowest compared entry with this formula, charge and spin = 26.9 kcal/mol
SMILES = O=C1NCCO1.N


Entry 5:
This record from the OMol25 dataset describes a molecular structure, C37H49AsBrCdN8O10PS2. The level of theory is ωB97M-V with the def2-TZVPD basis set.

Structure (XYZ):
```
110
Properties=species:S:1:pos:R:3
Cd 0.879 1.148 1.284
O 4.533 -1.067 4.616
C 3.707 -0.515 5.544
C 4.170 -0.492 6.856
C 3.380 0.042 7.859
C 2.127 0.567 7.568
C 1.675 0.545 6.257
C 2.443 -0.001 5.239
C 1.937 -0.023 3.812
O 0.872 0.761 3.551
N 1.700 -1.499 3.572
N 1.070 -1.835 2.409
C 0.429 -2.958 2.266
C -0.208 -3.220 0.974
Br -1.889 -2.257 0.839
C -0.035 -4.518 0.256
C -1.077 -5.179 -0.572
C -1.449 -6.482 -0.255
C -2.421 -7.139 -0.995
C -3.026 -6.498 -2.066
C -2.654 -5.201 -2.390
C -1.685 -4.542 -1.648
H 4.225 -0.903 3.711
H 5.155 -0.888 7.062
H 3.753 0.060 8.875
H 1.518 1.000 8.350
H 0.716 0.971 5.994
H 2.773 0.212 3.143
H 1.300 -1.999 4.356
H 0.292 -3.576 3.139
H 0.657 -5.184 0.763
H -0.972 -6.986 0.577
H -2.700 -8.152 -0.738
H -3.782 -7.009 -2.649
H -3.120 -4.696 -3.227
H -1.402 -3.531 -1.896
O 4.455 -2.654 -0.243
As 3.009 -2.605 -1.209
O 1.230 -1.032 1.439
O 2.698 -0.806 -1.024
C 3.687 -0.058 -1.614
C 3.899 -0.128 -2.986
C 4.928 0.596 -3.577
C 5.754 1.393 -2.804
C 5.540 1.471 -1.433
C 4.511 0.761 -0.841
S 4.262 0.906 0.903
O 4.110 -0.457 1.408
O 5.367 1.631 1.460
O 2.995 1.686 1.000
H 4.422 -1.972 0.463
H 3.260 -0.759 -3.590
H 5.086 0.523 -4.646
H 6.561 1.952 -3.259
H 6.167 2.086 -0.802
O 1.958 -3.263 0.106
N 0.578 -3.278 -0.241
S -0.496 3.341 1.583
C -1.703 2.742 2.639
N -3.009 3.040 2.481
C -3.856 2.200 3.321
C -2.819 1.574 4.278
N -1.537 1.987 3.710
H -3.318 3.476 1.631
H -4.369 1.443 2.721
H -4.601 2.791 3.850
H -2.885 0.487 4.312
H -2.928 1.959 5.292
H -0.658 1.437 3.843
O -0.625 0.875 -0.589
P -1.289 1.266 -1.864
N -0.624 0.546 -3.172
C -0.786 0.942 -4.571
C -0.751 -0.394 -5.300
C 0.329 -1.153 -4.528
C 0.119 -0.719 -3.070
N -2.897 0.879 -1.798
C -3.781 1.060 -2.957
C -5.191 0.957 -2.371
C -5.018 1.461 -0.938
C -3.667 0.870 -0.548
N -1.237 2.863 -2.300
C -2.141 3.858 -1.717
C -1.733 5.140 -2.434
C -0.212 4.997 -2.630
C 0.089 3.503 -2.411
H 0.051 1.573 -4.896
H -1.703 1.507 -4.728
H -0.537 -0.293 -6.363
H -1.716 -0.895 -5.187
H 1.315 -0.838 -4.877
H 0.264 -2.233 -4.648
H 1.052 -0.563 -2.541
H -0.454 -1.454 -2.506
H -3.597 0.295 -3.714
H -3.621 2.038 -3.426
H -5.514 -0.085 -2.357
H -5.917 1.528 -2.949
H -5.820 1.135 -0.276
H -4.988 2.554 -0.919
H -3.797 -0.156 -0.196
H -3.138 1.418 0.229
H -1.976 3.954 -0.638
H -3.180 3.586 -1.899
H -2.002 6.030 -1.868
H -2.236 5.191 -3.401
H 0.339 5.601 -1.912
H 0.088 5.320 -3.625
H 0.661 3.357 -1.488
H 0.655 3.056 -3.228
```

lowest unoccupied orbital energy = 0.08 eV
total charge = 0
Kohn-Sham gap = 8.0 eV
calculated total energy = -237965.785 eV


Entry 6:
This record from the OMol25 dataset describes a single C4H8S3 molecule in a non-equilibrium geometry. The level of theory is ωB97M-V with the def2-TZVPD basis set.

Structure (XYZ):
```
15
Properties=species:S:1:pos:R:3
C -3.224 0.678 0.428
S -2.070 -0.790 -0.300
C -0.308 -0.354 0.332
C 0.806 -1.371 -0.035
S 2.492 -0.526 0.120
C 1.934 1.121 0.039
S 0.192 1.189 -0.309
H -3.572 1.679 -0.258
H -4.095 -0.182 0.487
H -2.696 1.002 1.507
H -0.350 -0.143 1.338
H 0.359 -1.920 -1.068
H 0.638 -1.922 0.980
H 2.556 1.445 -0.730
H 2.076 1.622 0.988
```

lowest unoccupied orbital energy = 0.61 eV
total charge = 0
Kohn-Sham gap = 9.3 eV
calculated total energy = -36779.928 eV
ΔE to the lowest compared entry with this formula, charge and spin = 76.6 kcal/mol
SMILES = CS[C@H]1CSCS1